(P)
The following is a quantum chemistry calculation of a cluster of 2 separate species, C5H10N2O2 in total, from OMol25.

Summary:
Gap between HOMO and LUMO, eV: 10.34
Spin multiplicity: 1
LUMO, eV: 0.76

```
19
C5H10N2O2 ωB97M-V/def2-TZVPD
C -0.43973 -0.36032 -0.09617
C 0.14854 -1.49137 0.73427
C -1.97073 -0.47130 -0.12636
C 2.67326 0.76000 -0.14358
C -0.15795 1.17616 0.60553
O 2.72176 1.59414 0.69327
O 0.02250 -0.44201 -1.43456
N 2.69524 -0.06667 -1.01026
N -0.22935 2.16594 -0.14088
H -0.10310 0.44466 -1.80778
H 1.89114 -0.49561 -1.45238
H -0.71815 3.00838 0.13248
H -0.36807 1.05738 1.66715
H -0.24774 -1.46591 1.74791
H 1.23190 -1.43778 0.80699
H -0.09493 -2.45231 0.28069
H -2.25237 -1.42425 -0.57496
H -2.41289 0.30101 -0.75638
H -2.38932 -0.40011 0.87500
```

***

(Q)
The following is a quantum chemistry calculation of the molecule C5H10N2O2, from OMol25.

Summary:
Gap between HOMO and LUMO, eV: 10.28
Spin multiplicity: 1
LUMO, eV: 0.68

```
19
C5H10N2O2 ωB97M-V/def2-TZVPD
C -0.84685 -1.65880 -0.04490
C -1.46323 0.75763 -0.44022
N 1.35385 -0.43705 1.74341
C 0.31258 0.13952 1.26103
C 1.00922 -0.13595 -0.93803
C -0.36857 -0.21265 -0.02181
N 1.39512 1.12383 -1.25184
O 0.02459 1.36694 1.73134
O 1.48755 -1.13102 -1.41969
H 0.59042 1.50434 2.50678
H 1.52054 -1.38217 1.41886
H 0.94002 1.92401 -0.85516
H 2.17813 1.22247 -1.87730
H -1.18328 -1.90965 -1.05008
H -1.66306 -1.79634 0.66130
H -0.04821 -2.35321 0.20227
H -2.35753 0.58174 0.15656
H -1.17717 1.79555 -0.29200
H -1.70411 0.60082 -1.49050
```

***

(R)
The following is a quantum chemistry calculation of the molecule C5H10N2O2, from OMol25.

Summary:
Gap between HOMO and LUMO, eV: 10.03
Spin multiplicity: 1
LUMO, eV: 0.89

```
19
C5H10N2O2 ωB97M-V/def2-TZVPD
C 0.29043 -0.45465 1.80227
C 0.55187 -0.07860 0.42932
C 1.81556 0.72863 0.00111
C 1.83693 -0.42381 -1.17146
C -0.70356 0.76599 -0.04022
H 1.13544 -0.87788 2.30727
H -0.57631 -0.99142 1.86974
H -0.04926 0.36042 2.59671
H 1.63222 1.77558 -0.34742
H 2.64117 0.90809 0.78787
H 2.93247 -0.79668 -1.51019
H 1.23634 -0.12165 -2.14693
H 0.00759 2.34053 0.35135
H -2.50833 0.79199 -1.06075
H -1.44135 -1.68521 -0.44230
N -0.83930 1.98092 -0.03580
N -1.70360 0.08578 -0.72967
O 0.90541 -1.26203 -0.27463
O -2.15005 -1.16249 -0.12202
```

***

(S)
The following is a quantum chemistry calculation of a cluster of 2 separate species, C5H10N2O2 in total, from OMol25.

Summary:
Gap between HOMO and LUMO, eV: 9.67
Spin multiplicity: 1
LUMO, eV: 0.90

```
19
C5H10N2O2 ωB97M-V/def2-TZVPD
C -0.80523 2.62193 -0.23707
C -0.71914 1.50494 0.44707
C -1.78577 -2.17338 -0.25462
C -1.09952 -0.93285 0.26218
C -1.32396 0.31167 -0.13708
N 2.17096 -0.80120 0.45657
N 2.68666 0.32965 0.60128
O 2.22772 -1.59610 -0.43191
O 3.24417 0.81148 -0.65694
H -0.52463 3.52790 0.26789
H -1.15342 2.72700 -1.25374
H -0.33694 1.67566 1.49942
H -2.35643 -2.65183 0.45924
H -2.45744 -1.93801 -0.97194
H -1.00916 -2.67191 -0.84495
H -0.47789 -1.22901 0.99042
H 4.09182 1.21410 -0.54857
H -1.99354 0.38551 -0.86942
H 1.62174 -1.11552 1.22218
```

***

Verdict on stability: (Q) comes out on top.

***

(P)
The following is a quantum chemistry calculation of the molecule C5H10N4O, from OMol25.

Summary:
Gap between HOMO and LUMO, eV: 8.48
Spin multiplicity: 1
LUMO, eV: 0.53

```
20
C5H10N4O ωB97M-V/def2-TZVPD
C -1.19746 -1.71453 1.19897
C 0.52230 -0.80017 0.25833
C 1.78790 -0.08229 -0.14259
C 1.38286 1.52319 -0.11676
C 0.17141 1.91710 -0.80796
H -1.98773 -2.45201 3.05938
H -2.99243 -2.50016 1.70576
H -0.62439 -0.59169 -1.68115
H 1.93693 -0.31988 -1.29477
H 2.55503 -0.31931 0.60955
H 2.27979 1.99006 -0.60864
H 1.40596 1.84738 0.91575
H -0.79423 1.57533 -0.35260
H 0.13573 3.07728 -0.76951
H -0.78184 1.47004 -2.48262
N -2.00941 -2.46696 2.03447
N -1.65925 -1.43901 -0.05919
N -0.58757 -0.82138 -0.65444
N 0.12078 -1.28775 1.39587
O 0.33560 1.39476 -2.20786
```

***

(Q)
The following is a quantum chemistry calculation of a structure of composition C5H10N4O, from OMol25.

Summary:
Gap between HOMO and LUMO, eV: 9.86
Spin multiplicity: 1
LUMO, eV: 0.74

```
20
C5H10N4O ωB97M-V/def2-TZVPD
C -3.36566 0.76605 -0.63512
C -1.65000 -0.18790 -0.10136
C 2.48868 -0.01818 -0.94449
C 1.22088 1.10183 0.94617
C 1.06501 0.25222 -0.31730
N -1.99241 0.83846 -0.75171
N -3.75890 -0.14868 0.23638
N 0.32627 -1.90808 0.71977
N 0.14849 -0.92358 -0.17327
O -2.59183 -0.82500 0.56620
H -4.07814 1.52333 -1.08644
H 2.82733 0.61187 -1.65420
H 3.13314 -0.24269 -0.14838
H 2.23735 -1.00093 -1.43277
H 1.73351 2.00907 0.83910
H 1.71514 0.49485 1.72444
H 0.19936 1.38557 1.21655
H 0.44036 0.73264 -1.03814
H -0.23474 -2.75433 0.33951
H 0.13615 -1.70648 1.69504
```

***

Verdict on stability: (P) comes out on top.